(1)
{"formula": "C23H52CeOP4", "method": "ωB97M-V with the def2-TZVPD basis set", "symbols": ["Ce", "P", "P", "P", "H", "C", "C", "H", "C", "C", "C", "C", "C", "C", "C", "C", "C", "H", "H", "H", "H", "H", "H", "H", "H", "H", "H", "H", "H", "H", "H", "H", "H", "H", "H", "H", "H", "H", "H", "H", "H", "H", "H", "H", "H", "H", "C", "C", "C", "C", "C", "C", "O", "H", "H", "H", "H", "H", "H", "C", "C", "P", "C", "C", "C", "C", "H", "H", "H", "H", "H", "H", "H", "H", "H", "H", "H", "H", "H", "H", "H"], "xyz": [[-0.3906, 0.0004, -0.5785], [0.7657, -1.1506, 2.2258], [-0.8467, -2.8412, -0.2337], [0.2214, 2.0833, 1.7470], [-6.3070, 0.9528, -4.2638], [-5.6831, 1.8505, -4.3140], [-4.4464, 1.8698, -4.8274], [-3.8962, 0.9624, -5.0550], [-0.6384, -1.2164, 3.4188], [1.3136, -2.8910, 2.4744], [1.9762, -0.4120, 3.4001], [-1.8570, -2.7533, -1.7707], [-0.1272, -4.5189, -0.4509], [-2.1778, -3.3033, 0.9468], [-0.4532, 3.4425, 0.7125], [1.5981, 3.0044, 2.5726], [-0.9745, 2.2338, 3.1503], [-6.1700, 2.7592, -3.9297], [-3.9386, 2.8115, -5.0590], [-0.2647, -1.6567, 4.3538], [-1.4545, -1.8247, 3.0202], [-1.0091, -0.2072, 3.6157], [1.4714, -3.0457, 3.5510], [2.2592, -3.0625, 1.9505], [0.5759, -3.6173, 2.1194], [1.6590, -0.6162, 4.4314], [2.0708, 0.6689, 3.2670], [2.9609, -0.8680, 3.2578], [-2.1864, -3.7745, -1.9976], [-1.2604, -2.3741, -2.6132], [-2.7285, -2.0978, -1.6369], [-0.9368, -5.2668, -0.4614], [0.5811, -4.7688, 0.3501], [0.4030, -4.5662, -1.4117], [-2.6845, -4.1980, 0.5623], [-2.8963, -2.4810, 1.0330], [-1.7763, -3.5390, 1.9380], [-0.5540, 4.3368, 1.3417], [-1.4374, 3.1624, 0.3151], [0.2354, 3.6522, -0.1161], [1.3813, 4.0838, 2.5512], [2.5433, 2.8286, 2.0401], [1.7131, 2.7038, 3.6253], [-1.2844, 3.2835, 3.2438], [-0.5174, 1.9195, 4.0979], [-1.8558, 1.6196, 2.9415], [-3.4301, 1.2707, -1.3590], [-4.6638, 1.0754, -0.6755], [-5.4654, 2.1834, -0.4216], [-5.1597, 3.4447, -0.9411], [-3.9792, 3.6166, -1.6690], [-3.1442, 2.5392, -1.9433], [-2.4940, 0.3335, -1.3439], [-1.5599, 0.1404, 0.9005], [-4.9246, 0.0903, -0.2719], [-6.3671, 2.0408, 0.1758], [-5.8597, 4.2766, -0.8127], [-3.7356, 4.6011, -2.0617], [-2.2945, 2.6630, -2.6332], [3.2718, 1.7235, -2.2456], [3.4142, 0.2068, -2.1888], [2.8275, -0.5431, -0.6105], [3.3438, -2.3217, -0.7299], [4.4700, -2.7157, -1.6897], [4.1156, 0.1161, 0.5631], [5.5945, -0.1512, 0.2754], [2.2232, 2.0395, -2.2790], [3.7487, 2.1113, -3.1520], [3.7462, 2.2114, -1.3885], [2.8166, -0.2719, -2.9758], [4.4538, -0.1032, -2.3570], [2.4228, -2.8562, -1.0137], [3.5925, -2.6443, 0.2937], [5.4598, -2.3772, -1.3573], [4.5148, -3.8115, -1.7463], [4.3038, -2.3478, -2.7083], [3.9351, 1.2000, 0.6109], [3.8585, -0.2971, 1.5481], [5.8947, 0.0633, -0.7578], [6.2060, 0.4962, 0.9179], [5.8875, -1.1817, 0.5119]], "forces_ev_per_angstrom": [[2.9, -1.0, 2.7], [-0.4, -0.7, 1.3], [-1.2, -1.4, -0.1], [-0.7, 1.2, 0.7], [0.3, 0.1, -0.1], [-1.3, 0.0, 0.9], [1.4, 0.2, 0.0], [-0.2, 0.0, -0.2], [-0.3, 0.2, -0.4], [0.2, -0.1, -0.6], [0.4, 0.6, -0.4], [0.1, 0.4, -0.1], [1.0, 0.1, -0.2], [0.0, 0.5, 0.2], [0.2, -0.1, -0.3], [0.7, -0.3, -0.4], [-0.2, -0.5, -0.2], [0.2, -0.3, -0.3], [-0.2, -0.2, 0.1], [-0.2, 0.1, -0.3], [0.1, 0.2, 0.2], [0.0, -0.3, 0.1], [-0.1, 0.1, -0.3], [-0.1, -0.1, 0.1], [0.2, 0.1, 0.2], [0.0, 0.0, -0.3], [0.1, -0.3, 0.1], [-0.2, 0.1, 0.0], [0.0, 0.3, -0.2], [-0.1, -0.2, -0.1], [0.1, -0.3, -0.1], [0.2, 0.5, 0.0], [-0.2, 0.0, -0.3], [0.0, -0.1, 0.3], [0.1, 0.3, 0.0], [0.0, -0.2, 0.1], [-0.1, 0.0, -0.2], [-0.1, -0.1, -0.3], [0.0, 0.1, 0.0], [-0.2, 0.2, 0.1], [0.0, -0.4, -0.1], [-0.1, 0.2, 0.3], [-0.1, 0.0, -0.5], [0.2, -0.2, 0.0], [-0.2, 0.0, -0.3], [0.0, 0.2, 0.2], [2.6, -3.8, 0.0], [-2.1, 0.6, 1.1], [-0.1, -2.7, 0.5], [0.3, 0.8, -0.2], [1.3, 0.0, -0.6], [-0.4, 2.8, -1.5], [-3.3, 3.3, -0.6], [0.1, 0.1, 0.1], [0.2, 0.4, -0.2], [0.2, 0.1, -0.2], [0.2, -0.2, 0.0], [0.0, -0.2, 0.0], [-0.3, -0.1, 0.6], [0.2, 0.1, 0.0], [-0.4, -0.3, -0.2], [1.5, 0.1, -0.3], [-0.8, -0.3, 0.0], [0.3, 0.0, -0.2], [-0.8, 0.4, 0.5], [0.3, -0.2, -0.2], [-0.1, 0.0, 0.0], [-0.1, 0.0, 0.2], [0.0, 0.0, -0.2], [0.2, 0.1, -0.1], [-0.3, 0.1, 0.1], [0.3, -0.1, 0.1], [-0.1, 0.1, -0.3], [-0.4, 0.0, -0.1], [0.0, 0.3, 0.0], [0.0, -0.1, 0.2], [0.0, -0.2, 0.1], [0.1, 0.3, -0.2], [-0.1, 0.0, 0.3], [-0.2, -0.1, -0.1], [-0.2, 0.2, -0.1]], "homo_energy_ev": [-19.43, -19.44], "total_charge": 4, "total_energy_ha": -2821.62219}

(2)
{"formula": "C4H14Cl2Si3", "method": "ωB97M-V with the def2-TZVPD basis set", "symbols": ["C", "C", "C", "C", "Si", "Si", "Si", "Cl", "Cl", "H", "H", "H", "H", "H", "H", "H", "H", "H", "H", "H", "H", "H", "H"], "xyz": [[-3.4211, -0.2345, 1.5457], [3.9441, 0.7684, 0.6338], [-2.0167, 0.2528, -1.4050], [1.6286, -0.0898, -1.0857], [-3.5523, 0.1498, -0.3326], [3.3644, -0.5966, -0.5075], [0.2028, -0.3302, 0.1292], [0.2096, 1.0873, 1.5954], [-0.0942, -2.1279, 0.8440], [-4.2996, -0.6640, 1.7421], [-2.7067, -1.0260, 1.7637], [-3.1957, 0.6636, 2.0431], [3.9391, 1.8199, 0.2387], [3.3396, 0.9517, 1.6698], [4.8998, 0.7511, 1.0679], [-2.0056, -0.4743, -2.2147], [-1.6432, 1.2559, -1.4958], [1.5377, -0.6155, -2.0026], [1.4207, 0.8513, -1.5253], [-4.6574, 1.3564, -0.2843], [-4.2014, -1.0174, -0.8953], [4.2585, -0.7341, -1.5654], [3.0490, -1.9980, 0.0406]], "forces_ev_per_angstrom": [[3.4, 0.3, -2.7], [-1.9, 1.9, 2.7], [1.4, -0.3, 2.9], [0.0, -0.6, 1.1], [-0.6, 0.6, 0.9], [-2.0, 0.4, 1.8], [-1.9, 2.0, -3.4], [0.1, 0.0, 0.1], [0.0, -1.6, 0.8], [-3.8, -1.1, 1.2], [0.4, 0.2, 0.0], [0.1, 0.9, 1.1], [-0.4, -1.1, -0.4], [0.7, -0.9, -2.5], [1.8, -0.7, 0.2], [0.3, 0.5, -0.1], [0.3, 0.3, -0.9], [-0.7, -1.6, -0.7], [0.3, 1.8, 0.2], [1.5, -1.2, -0.4], [-0.6, -0.5, -0.3], [1.1, -0.2, -1.5], [0.6, 0.9, 0.0]], "homo_energy_ev": -8.26, "total_charge": 0, "relative_energy_kcal_mol": 29.67, "total_energy_ha": -1949.65089}

(3)
{"formula": "H4O2P2", "method": "ωB97M-V with the def2-TZVPD basis set", "symbols": ["O", "P", "O", "P", "H", "H", "H", "H"], "xyz": [[-1.1066, -1.8428, 0.3423], [-0.5661, -0.4369, 0.0237], [-1.5044, 0.6527, 0.6713], [1.4442, 0.5823, 0.2232], [-0.8291, -0.1298, -1.4248], [-1.2316, 1.6050, 0.6695], [1.7950, -0.6821, 0.5804], [1.9987, 0.2517, -1.0856]], "forces_ev_per_angstrom": [[2.3, 3.3, -0.2], [-2.1, -2.0, -3.0], [-0.5, 1.9, 1.1], [-0.1, -0.4, -0.7], [0.4, -0.6, 1.4], [-0.2, -1.4, 0.0], [1.0, -1.0, 1.0], [-0.8, 0.3, 0.5]], "homo_energy_ev": -9.89, "total_charge": 0, "relative_energy_kcal_mol": 18.77, "total_energy_ha": -835.57390, "smiles": "O=[P@@H](O)P"}